# 1
20
Properties=species:S:1:pos:R:3:mulliken_charge:R:1 method="wB97M-V/def2-TZVPD" smiles="CC(C)([NH3+])C(N)=[NH2+]" gap_ha=0.451 multiplicity=1 charge=+2
C 1.2537 -0.1009 0.0042 0.376
C -0.6735 0.7964 1.3716 -1.207
C -0.9564 0.7404 -1.2030 -1.274
C -0.3353 0.0201 0.0709 0.464
N 1.7106 -1.3124 0.1560 -0.196
N 1.8832 0.9904 -0.4019 -0.332
N -1.0600 -1.3220 0.2121 -0.445
H -1.7692 0.6446 1.3788 0.471
H -0.5527 1.9245 1.3294 0.382
H -0.0159 0.2180 2.0470 0.397
H -1.2745 0.1055 -2.0478 0.427
H -0.3028 1.4892 -1.6315 0.319
H -1.8832 1.2425 -0.8925 0.436
H 1.0235 -1.8821 0.4676 0.149
H 2.6859 -1.5618 0.0362 0.276
H 1.5558 1.9337 -0.4588 0.273
H 2.7703 0.7778 -0.8896 0.265
H -2.0757 -0.9881 0.1218 0.470
H -1.0064 -1.8819 1.0613 0.341
H -0.9773 -1.8340 -0.7316 0.407

***

# 2
93
Properties=species:S:1:pos:R:3:mulliken_charge:R:1 method="wB97M-V/def2-TZVPD" smiles="O=C1O[C@@H](S(=O)(=O)C(F)(F)F)[C@@H](CCO)O1.CCOC(C)=O.CCOC(C)=O.CCOC(C)=O.CCOC(C)=O.CCOC(C)=O" gap_ha=0.363 multiplicity=1
O 1.9072 -5.8126 0.1401 -0.491
C 1.9396 -4.5741 0.1271 0.540
O 2.6989 -3.6602 0.9532 -0.358
C 3.0512 -2.6253 0.0037 0.309
C 3.4210 -1.1516 0.5115 -0.287
C 4.9895 -0.8914 0.7260 -0.718
O 5.6885 -0.6273 -0.5300 -0.482
C 1.5704 -2.4168 -0.6302 -0.241
S 0.2448 -1.6615 0.4489 1.056
O -1.1173 -2.0839 -0.0682 -0.570
O 0.3059 -2.0889 1.8937 -0.628
C 0.2411 0.2258 0.3686 0.566
F 0.9812 0.8233 1.4358 -0.198
F -1.1043 0.6611 0.4947 -0.164
F 0.7781 0.6752 -0.8882 -0.237
O 1.1818 -3.8025 -0.8553 -0.353
H 3.6073 -3.0906 -0.8790 0.312
H 2.8906 -0.9293 1.5117 0.321
H 3.0610 -0.4057 -0.2901 0.190
H 5.5059 -1.7252 1.3420 0.283
H 5.1125 0.0723 1.3532 0.324
H 5.7789 -1.4549 -1.0503 0.295
H 1.6670 -1.7761 -1.5817 0.491
O -7.3754 1.3335 -1.8608 -0.624
C -6.6991 0.3649 -1.5776 0.812
O -5.9559 0.3576 -0.4568 -0.405
C -5.3064 -0.8088 0.0744 -0.448
C -3.9300 -0.9910 -0.5338 -0.726
C -6.5986 -0.8025 -2.5179 -0.694
H -5.9340 -1.6960 -0.0376 0.275
H -5.2037 -0.6384 1.1491 0.396
H -3.9886 -1.1594 -1.6107 0.205
H -3.4192 -1.8399 -0.0774 0.381
H -3.3259 -0.0939 -0.3833 0.219
H -5.7796 -0.6336 -3.2190 0.251
H -7.5336 -0.8777 -3.0759 0.355
H -6.4691 -1.7563 -2.0137 -0.022
O -6.6491 -3.8016 -2.9932 -0.588
C -7.6575 -4.2692 -2.5082 0.789
O -7.6120 -5.4445 -1.8565 -0.354
C -8.6869 -5.9709 -1.0634 -0.358
C -9.6507 -6.7724 -1.9164 -0.938
C -8.9912 -3.6046 -2.7071 -0.625
H -9.1857 -5.1799 -0.4990 0.333
H -8.2265 -6.6320 -0.3252 0.306
H -10.1297 -6.1477 -2.6724 0.273
H -10.4279 -7.2231 -1.2954 0.352
H -9.1193 -7.5656 -2.4475 0.290
H -9.4489 -3.9801 -3.6240 0.279
H -8.8306 -2.5298 -2.8051 0.009
H -9.6716 -3.7348 -1.8677 0.294
O -11.7606 -0.4829 1.7736 -0.583
C -11.4373 0.6100 1.3628 0.597
O -12.2933 1.6452 1.4454 -0.363
C -11.9330 3.0121 1.1968 -0.385
C -12.0649 3.3507 -0.2753 -0.906
C -10.1221 0.8137 0.6651 -0.810
H -10.9392 3.2367 1.5903 0.364
H -12.6359 3.6223 1.7695 0.300
H -11.3810 2.7572 -0.8845 0.247
H -11.8525 4.4084 -0.4455 0.344
H -13.0765 3.1331 -0.6263 0.290
H -10.2446 0.6247 -0.4029 0.241
H -9.4020 0.1006 1.0717 0.323
H -9.6935 1.8011 0.8244 0.333
O 8.6852 -0.5561 0.4656 -0.584
C 9.0204 0.5368 0.0660 0.879
O 8.1769 1.5817 0.1640 -0.405
C 8.5544 2.9449 -0.0708 -0.094
C 8.4211 3.3017 -1.5384 -1.123
C 10.3347 0.7338 -0.6346 -0.930
H 9.5531 3.1513 0.3211 0.060
H 7.8620 3.5585 0.5117 0.393
H 9.0942 2.7056 -2.1568 0.256
H 8.6474 4.3585 -1.6978 0.403
H 7.4052 3.1020 -1.8876 0.323
H 10.2041 0.5585 -1.7045 0.257
H 11.0485 0.0082 -0.2403 0.306
H 10.7743 1.7137 -0.4657 0.280
O 12.3217 2.5362 0.9900 -0.530
C 12.5341 3.5168 1.6699 0.725
O 13.3708 3.4438 2.7190 -0.357
C 13.8586 4.5825 3.4446 -0.394
C 12.9046 4.9677 4.5584 -0.940
C 11.7968 4.8029 1.4206 -1.040
H 14.0760 5.4158 2.7727 0.364
H 14.8145 4.2808 3.8796 0.293
H 11.9329 5.2715 4.1650 0.266
H 13.3146 5.7922 5.1457 0.352
H 12.7292 4.1164 5.2202 0.292
H 10.8671 4.8036 1.9928 0.262
H 11.5592 4.8641 0.3564 0.327
H 12.3808 5.6913 1.6531 0.370

***

# 3
22
Properties=species:S:1:pos:R:3:mulliken_charge:R:1 method="wB97M-V/def2-TZVPD" gap_ha=0.365 multiplicity=1
C -2.8179 -0.6759 0.1033 -0.762
C -1.7798 -0.6891 -0.7954 -0.183
C 2.3794 0.2261 -0.1566 -0.711
C 1.7630 -0.9307 -0.8387 -0.789
C 0.9208 -0.1661 0.0875 0.969
C 0.5161 -0.7649 1.5088 -1.465
C -0.7253 1.9434 0.0045 -1.664
C -0.1523 0.6108 -0.5592 -0.218
H -3.6482 -1.5143 -0.0966 0.173
H -2.9243 -0.1777 0.9775 0.371
H -1.7736 -1.4925 -1.5738 0.273
H 2.8605 0.1188 0.7172 0.381
H 2.7743 0.9855 -0.9294 0.203
H 1.6179 -0.6886 -1.9166 0.268
H 1.8548 -2.0117 -0.6602 0.262
H 0.6172 0.1023 2.1215 0.386
H 1.3305 -1.3757 1.7790 0.433
H -0.4362 -1.2219 1.5700 0.378
H -1.3068 2.3483 -0.7823 0.403
H -1.1343 1.9376 0.9453 0.384
H -0.0145 2.6941 0.1102 0.529
H 0.0787 0.7421 -1.6160 0.379

***

# 4
56
Properties=species:S:1:pos:R:3:mulliken_charge:R:1 method="wB97M-V/def2-TZVPD" gap_ha=0.189 multiplicity=1 charge=-1
C 2.7818 1.3324 3.9521 -0.585
N 2.8243 2.2789 2.7726 -0.224
C 2.3697 1.6358 1.4815 -0.631
Nb 0.1168 1.4222 1.2333 0.014
F 0.5199 0.0239 -0.3507 -0.732
C -2.1148 1.1200 0.8356 -0.528
C -3.0473 1.1099 2.2063 0.210
O -4.3922 0.9455 2.0835 -0.538
P -0.0570 -0.4636 2.9778 0.197
N -0.9150 -1.7184 2.3419 -0.610
P -0.4455 3.2132 2.9683 0.162
N 0.6261 4.4262 3.0533 -0.614
H 3.0993 0.2565 3.6094 0.243
H 1.6847 1.3840 4.4031 0.080
H 3.4917 1.7392 4.8134 0.274
H 3.8623 2.4627 2.6230 0.248
H 2.7723 2.1744 0.5068 0.289
H 2.8221 0.5360 1.4644 0.371
H 0.1378 2.7266 -0.0510 0.224
H -2.4421 1.9432 0.0695 0.359
H -2.3022 0.0793 0.3113 0.221
H -2.6314 1.2425 3.3014 0.097
H 1.3001 -0.9365 3.2739 0.027
H -0.6937 0.0350 4.1948 0.026
H -1.1728 -1.4407 1.3801 0.165
H -1.7255 3.7875 2.5679 0.037
H -0.6797 2.5214 4.2130 0.020
H 0.9928 4.4453 4.0459 0.210
C 2.2177 1.8945 -5.5304 -0.958
C 2.4105 3.1955 -5.7564 0.362
C 1.9243 4.2274 -4.7991 0.970
O 2.1330 5.4143 -5.0244 -0.629
C 1.1970 3.7710 -3.6044 -0.711
C 1.0013 2.4701 -3.3803 0.002
C 1.5116 1.4376 -4.3236 0.958
O 1.3322 0.2488 -4.0812 -0.593
O 0.3163 2.0344 -2.2610 -0.268
O 3.0711 3.6326 -6.8899 -0.580
H 2.5677 1.1337 -6.2167 0.401
H 0.8336 4.5321 -2.9260 0.471
H 0.3084 1.0544 -2.3251 0.253
H 3.0841 4.6122 -6.8227 0.347
C -3.1371 -4.7829 -0.9155 -0.990
C -3.3823 -6.0857 -0.7626 0.459
C -2.4585 -6.9612 0.0104 0.951
O -2.7201 -8.1508 0.1498 -0.642
C -1.2468 -6.3517 0.5804 -0.787
C -1.0001 -5.0496 0.4244 0.295
C -1.9378 -4.1691 -0.3250 0.827
O -1.6932 -2.9725 -0.4359 -0.471
O 0.1382 -4.4708 0.9551 -0.556
O -4.5062 -6.6702 -1.3170 -0.583
H -3.8012 -4.1345 -1.4731 0.417
H -0.5749 -7.0028 1.1247 0.414
H 0.0874 -3.5215 0.7082 0.290
H -4.4585 -7.6181 -1.0650 0.339

***

# 5
21
Properties=species:S:1:pos:R:3:mulliken_charge:R:1 method="wB97M-V/def2-TZVPD" gap_ha="0.316 / 0.388" multiplicity=3 s_squared=2.0070
C -0.0760 -0.2591 1.1027 0.019
C -2.3336 0.8383 0.7863 -1.364
C -1.8216 -1.7372 0.2058 -1.355
C -0.8053 0.0783 -1.1888 -1.378
C 3.7141 0.5691 0.1214 -0.586
C -1.2317 -0.2386 0.1974 1.570
N 0.9172 -0.2520 1.6581 -0.565
N 3.2238 0.8555 -1.2457 0.044
O 2.0642 1.0706 -1.3892 -0.273
H -2.9561 1.2800 -0.0310 0.321
H -2.8513 0.3346 1.5396 0.415
H -1.8873 1.8319 1.1740 0.316
H -2.5930 -1.8112 -0.5739 0.363
H -0.9085 -2.4238 0.0607 0.334
H -2.3035 -1.9235 1.1517 0.388
H -1.6970 0.0472 -1.8923 0.401
H -0.1999 1.1391 -1.3399 0.242
H 0.0715 -0.5484 -1.6094 0.317
H 3.0224 0.7974 0.9111 0.324
H 3.9176 -0.6076 0.0240 0.195
H 4.7339 0.9595 0.3376 0.271

***

# 6
41
Properties=species:S:1:pos:R:3:mulliken_charge:R:1 method="wB97M-V/def2-TZVPD" smiles="O=C1CCCC2=C3CCC[N@+]4([O-])CCC[C@@H](CN12)[C@@H]34" gap_ha=0.318 multiplicity=1
O 1.1478 3.7958 0.9473 -0.661
O -2.2684 -0.2053 -0.4710 -0.931
C 1.3257 2.6860 1.4233 0.553
C 0.7884 0.3317 1.3043 0.141
C 0.2968 -0.7826 0.5974 0.179
N 0.9920 1.5776 0.6646 0.024
C 1.8582 2.5978 2.8408 -0.589
C 1.0175 0.2567 2.7875 -0.685
C -0.1706 -2.0507 1.3021 -1.262
C 2.1718 1.1749 3.2134 -0.808
C -0.8184 -3.0299 0.2806 -1.062
C -1.4379 0.4587 -3.1702 -0.621
C 0.2595 1.7653 -0.6267 -1.072
C 0.0740 0.6583 -3.0056 -1.239
C -1.8368 -2.3530 -0.6846 -0.657
C -1.8033 -0.8756 -2.4983 -0.933
C 0.5690 0.5687 -1.5309 0.542
C -0.0335 -0.7030 -0.8712 -0.467
N -1.4875 -0.9471 -1.0784 1.336
H 1.1220 2.9555 3.5581 0.247
H 2.6927 3.2662 2.9337 0.347
H 1.2411 -0.7683 3.0516 0.411
H 0.1638 0.5858 3.3662 0.310
H 0.6836 -2.4895 1.7972 0.565
H -0.9116 -1.7519 2.0512 0.348
H 2.3279 1.1376 4.3209 0.320
H 3.0807 0.8728 2.7209 0.331
H -0.0641 -3.4758 -0.3721 0.362
H -1.2881 -3.8574 0.7817 0.469
H -1.6588 0.3832 -4.2540 0.391
H -1.9591 1.3183 -2.6999 0.383
H -0.8050 1.7906 -0.3711 0.386
H 0.5830 2.6887 -1.1044 0.347
H 0.6123 -0.1040 -3.6045 0.398
H 0.3241 1.6025 -3.3724 0.420
H -2.7841 -2.3214 -0.1394 0.347
H -1.9733 -2.9690 -1.5542 0.272
H -1.2857 -1.6850 -2.9899 0.529
H -2.8843 -1.0538 -2.6198 0.373
H 1.6935 0.4988 -1.5695 0.296
H 0.4451 -1.5481 -1.3548 0.362